Entry 1:
2 unconnected molecules or ions with the total composition C6H14N2O in a non-equilibrium geometry. Source: OMol25; level of theory: the ωB97M-V functional and the def2-TZVPD basis.

Each line ends with the Löwdin charge.
Positions of all 23 atoms, in Å:
C (1.51, -0.08, -1.30)  -0.009
C (1.39, -0.47, 0.13)  -0.511
O (2.07, -0.05, 1.05)  0.072
N (0.80, -1.77, 0.17)  -0.238
C (-0.65, -1.87, 0.04)  -0.063
N (1.25, -2.60, 1.22)  0.049
H (2.15, 0.79, -1.42)  0.087
H (1.80, -1.14, -1.66)  0.134
H (0.55, 0.06, -1.78)  0.055
H (-0.91, -2.91, -0.12)  0.083
H (-0.99, -1.26, -0.79)  0.064
H (-1.13, -1.52, 0.96)  0.085
H (1.22, -2.09, 2.11)  0.082
H (2.23, -2.82, 1.05)  0.087
C (-1.98, 1.46, -1.02)  -0.033
C (-0.99, 2.11, -0.42)  -0.256
C (-0.86, 2.27, 1.06)  -0.101
H (-2.03, 1.38, -2.10)  0.052
H (-2.80, 1.03, -0.47)  0.058
H (-0.19, 2.54, -1.00)  0.095
H (0.07, 1.82, 1.41)  0.060
H (-1.70, 1.81, 1.58)  0.074
H (-0.81, 3.33, 1.32)  0.075

Summary:
* SMILES: CC(=O)N(C)N.C=CC
* frontier orbital gap: 10.15 eV

=====

Entry 2:
13 unconnected molecules or ions with the total composition C11H48O13 in a non-equilibrium geometry. Source: OMol25; level of theory: the ωB97M-V functional and the def2-TZVPD basis.

Each line ends with the Löwdin charge.
Positions of all 72 atoms, in Å:
C (1.99, 3.68, 2.16)  -0.171
O (3.06, 3.64, 1.22)  -0.106
H (2.33, 3.48, 3.18)  0.084
H (1.54, 4.67, 2.16)  0.079
H (1.16, 3.00, 1.94)  0.049
H (3.23, 2.72, 0.98)  0.050
C (0.09, -0.41, 0.35)  -0.088
O (-0.23, 1.02, 0.31)  -0.146
H (-0.67, -0.90, -0.28)  0.061
H (1.05, -0.53, -0.16)  0.076
H (0.05, -0.95, 1.30)  0.060
H (0.38, 1.41, -0.33)  0.053
C (-1.87, 2.18, 3.24)  -0.164
O (-0.67, 1.49, 3.21)  -0.145
H (-1.75, 3.20, 2.87)  0.084
H (-2.66, 1.70, 2.64)  0.071
H (-2.22, 2.19, 4.27)  0.086
H (-0.32, 1.42, 2.30)  0.037
C (-1.83, 3.72, -1.79)  -0.162
O (-2.51, 3.99, -3.02)  -0.118
H (-1.56, 2.65, -1.80)  0.058
H (-0.93, 4.32, -1.68)  0.078
H (-2.46, 3.90, -0.91)  0.075
H (-3.12, 3.26, -3.13)  0.064
C (1.15, -1.28, -4.33)  -0.107
O (0.70, -1.25, -2.95)  -0.163
H (1.59, -2.27, -4.53)  0.089
H (0.40, -1.07, -5.09)  0.074
H (1.98, -0.58, -4.47)  0.078
H (0.44, -2.15, -2.69)  0.041
C (5.13, -0.06, -1.24)  -0.167
O (4.14, 0.51, -0.43)  -0.139
H (4.70, -0.86, -1.87)  0.076
H (5.57, 0.69, -1.92)  0.077
H (5.94, -0.48, -0.67)  0.076
H (3.33, 0.59, -0.97)  0.021
C (-1.50, -3.40, -1.75)  -0.128
O (-0.09, -3.73, -1.78)  -0.120
H (-1.70, -2.48, -1.23)  0.053
H (-1.93, -3.39, -2.76)  0.081
H (-2.07, -4.18, -1.22)  0.087
H (0.00, -4.36, -2.50)  0.094
C (0.31, -3.71, 2.29)  -0.169
O (0.05, -5.09, 2.03)  -0.116
H (-0.30, -3.01, 1.71)  0.051
H (0.15, -3.41, 3.34)  0.074
H (1.35, -3.51, 2.06)  0.079
H (-0.90, -5.22, 2.12)  0.074
C (-3.04, -1.24, 3.96)  -0.155
O (-1.64, -1.33, 3.68)  -0.142
H (-3.61, -0.68, 3.19)  0.069
H (-3.47, -2.24, 3.96)  0.073
H (-3.23, -0.71, 4.90)  0.079
H (-1.29, -0.42, 3.74)  0.045
C (-2.60, -0.60, -3.78)  -0.149
O (-3.59, 0.43, -3.67)  -0.127
H (-2.14, -0.88, -2.84)  0.045
H (-3.02, -1.49, -4.27)  0.080
H (-1.80, -0.20, -4.41)  0.071
H (-4.02, 0.34, -2.80)  0.043
C (2.70, 0.24, 2.56)  -0.151
O (4.01, 0.65, 3.00)  -0.112
H (1.89, 0.60, 3.21)  0.075
H (2.53, 0.71, 1.58)  0.044
H (2.67, -0.84, 2.43)  0.080
H (4.06, 0.46, 3.95)  0.075
O (-3.72, 0.84, -0.75)  -0.052
H (-4.01, 1.37, -0.01)  0.047
H (-2.75, 0.83, -0.67)  0.030
O (1.86, 1.08, -1.99)  -0.061
H (1.58, 0.24, -2.46)  0.033
H (2.07, 1.71, -2.69)  0.078

Summary:
* frontier orbital gap: 9.99 eV

=====

Entry 3:
A molecular structure, C6H15N2O2 in a non-equilibrium geometry. Source: OMol25; level of theory: the ωB97M-V functional and the def2-TZVPD basis.

Each line ends with the Löwdin charge.
Positions of all 25 atoms, in Å:
C (1.21, 1.06, 0.05)  -0.367
C (2.29, 1.62, 0.84)  0.049
C (-2.41, 0.03, 1.15)  0.059
C (-2.48, 0.42, -1.29)  -0.042
C (2.50, -1.87, -0.06)  -0.056
C (-0.84, -0.99, -0.33)  -0.045
N (0.85, -0.22, 0.07)  0.031
N (-1.84, -0.27, -0.19)  -0.244
O (0.45, 1.91, -0.60)  0.126
O (1.67, -1.11, 0.77)  -0.160
H (1.88, 1.91, 1.76)  0.098
H (2.85, 2.39, 0.27)  0.125
H (2.98, 0.74, 1.03)  0.121
H (-1.97, -0.67, 1.82)  0.102
H (-2.13, 1.01, 1.38)  0.087
H (-3.42, -0.17, 0.96)  0.092
H (-2.15, 0.26, -2.37)  0.137
H (-3.51, 0.20, -1.38)  0.079
H (-2.40, 1.56, -1.11)  0.128
H (1.80, -2.57, -0.46)  0.082
H (3.21, -2.40, 0.51)  0.088
H (3.03, -1.29, -0.83)  0.109
H (-0.58, -1.32, -1.26)  0.114
H (-0.71, -1.65, 0.49)  0.127
H (-0.26, 1.44, -1.20)  0.159

Summary:
* net charge: +1
* frontier orbital gap: 10.75 eV

=====

Entry 4:
C4H7NO in the gas phase in a non-equilibrium geometry. Source: OMol25; level of theory: the ωB97M-V functional and the def2-TZVPD basis.

Each line ends with the Löwdin charge.
Positions of all 13 atoms, in Å:
C (1.38, -0.66, -0.08)  -0.022
C (-0.02, -0.12, -0.19)  -0.547
C (-1.10, -0.90, 0.48)  -0.222
O (-2.25, -1.09, 0.15)  0.066
C (-0.27, 1.30, 0.14)  -0.074
N (-0.29, 0.77, -1.28)  0.089
H (1.50, -1.52, -0.74)  0.086
H (2.11, 0.10, -0.37)  0.089
H (1.59, -0.96, 0.95)  0.083
H (-0.73, -1.11, 1.49)  0.130
H (-1.23, 1.62, 0.54)  0.116
H (0.56, 1.92, 0.48)  0.109
H (-1.27, 0.68, -1.55)  0.098

Summary:
* SMILES: C[C@@]1(C=O)CN1
* frontier orbital gap: 10.87 eV

=====

The calculation returns the following energy relative to the best compared isomer or geometry (same formula, charge and spin) values, one per record and in order: 292.95 20.25 519.44 208.00 kJ/mol.